Entry from the OMol25 dataset: a molecular structure, C21H42Br2GaN2O38S9 (the ωB97M-V functional and the def2-TZVPD basis).

```
115
Properties=species:S:1:pos:R:3:lowdin_charge:R:1
C -2.0676 -3.1599 3.0195 -0.152
C -2.9441 -1.9103 2.4189 -0.664
Br -1.9779 -0.2484 1.7337 0.601
C -4.4596 -1.9198 2.3582 -0.631
Br -5.4664 -0.3184 1.6113 0.514
Ga -5.6053 -3.5399 3.0526 0.259
N -5.4371 -5.1118 1.8886 -0.154
O -7.4217 -2.9824 3.1768 -0.264
N -7.8194 -2.8529 1.8918 -0.165
O -8.5227 -1.8500 1.8573 -0.111
H -2.7155 -4.0447 3.4582 0.059
H -1.3455 -2.8307 3.9101 0.061
H -1.4358 -3.6219 2.1313 0.088
H -5.0714 -3.8821 4.5187 -0.037
H -4.5568 -5.6377 2.0844 -0.038
H -5.5392 -4.8595 0.8808 -0.034
C -3.3657 2.0812 -1.4146 -0.181
C -3.1510 2.8295 -2.7274 -0.197
O -1.7938 3.2650 -2.6912 -0.197
S -0.9091 2.1735 -1.8627 0.716
O -0.2724 1.2919 -2.8158 -0.284
O -0.1826 2.8674 -0.8248 -0.230
O -2.1517 1.3701 -1.1782 -0.235
H -3.5194 2.7780 -0.5843 0.141
H -4.2094 1.3880 -1.4677 0.100
H -3.8265 3.6813 -2.8366 0.132
H -3.2680 2.1602 -3.5863 0.125
C -7.5657 -0.1744 6.9965 -0.175
C -7.3510 0.5740 5.6837 -0.170
O -5.9938 1.0094 5.7199 -0.199
S -5.1091 -0.0820 6.5484 0.659
O -4.4724 -0.9637 5.5953 -0.244
O -4.3826 0.6118 7.5863 -0.251
O -6.3517 -0.8854 7.2329 -0.192
H -7.7194 0.5225 7.8268 0.127
H -8.4094 -0.8675 6.9434 0.137
H -8.0265 1.4258 5.5745 0.135
H -7.4680 -0.0954 4.8248 0.129
C -0.9657 1.5546 5.6150 -0.132
C -0.7510 2.3029 4.3021 -0.175
O 0.6062 2.7384 4.3384 -0.193
S 1.4909 1.6469 5.1669 0.685
O 2.1276 0.7653 4.2138 -0.240
O 2.2174 2.3408 6.2047 -0.234
O 0.2483 0.8435 5.8513 -0.342
H -1.1194 2.2514 6.4452 0.137
H -1.8094 0.8614 5.5618 0.138
H -1.4265 3.1547 4.1929 0.137
H -0.8680 1.6336 3.4433 0.054
C 3.4944 0.4461 0.0478 -0.160
C 4.2344 1.0618 -1.1367 -0.188
O 3.7666 0.3496 -2.2799 -0.216
S 2.2167 -0.0931 -2.0307 0.720
O 1.3608 0.8780 -2.6754 -0.291
O 2.1052 -1.5150 -2.2591 -0.247
O 2.1747 0.1795 -0.4239 -0.178
H 3.9484 -0.5047 0.3451 0.133
H 3.4628 1.1184 0.9094 0.142
H 5.3191 0.9709 -1.0430 0.123
H 3.9673 2.1163 -1.2633 0.136
C -7.6900 -0.7494 -1.8413 -0.166
C -8.0804 -0.3633 -3.2654 -0.175
O -8.0339 1.0615 -3.2918 -0.195
S -6.8718 1.5727 -2.2679 0.683
O -5.6750 1.8322 -3.0370 -0.251
O -7.4517 2.5389 -1.3643 -0.224
O -6.6656 0.1691 -1.4646 -0.242
H -8.5320 -0.6215 -1.1534 0.136
H -7.3226 -1.7772 -1.7783 0.144
H -9.0765 -0.7217 -3.5360 0.136
H -7.3498 -0.7385 -3.9898 0.131
C 8.5481 1.5139 -3.6483 -0.167
C 7.0337 1.6721 -3.7536 -0.167
O 6.6662 2.4917 -2.6464 -0.216
S 7.8843 3.5283 -2.3272 0.678
O 7.5795 4.7918 -2.9612 -0.243
O 8.2288 3.4120 -0.9293 -0.234
O 9.0341 2.7812 -3.2091 -0.189
H 8.8148 0.7668 -2.8938 0.133
H 9.0023 1.2420 -4.6049 0.135
H 6.5110 0.7134 -3.7139 0.138
H 6.7555 2.2002 -4.6717 0.112
C 5.3384 4.8575 -6.8465 -0.167
C 6.3465 5.8505 -7.4186 -0.172
O 7.5585 5.1128 -7.5590 -0.191
S 7.1967 3.5587 -7.8971 0.682
O 7.2871 3.3755 -9.3286 -0.232
O 7.8854 2.7128 -6.9502 -0.243
O 5.6189 3.6157 -7.4904 -0.194
H 5.4846 4.7235 -5.7698 0.130
H 4.3057 5.1613 -7.0375 0.139
H 6.4947 6.7153 -6.7676 0.139
H 6.0420 6.1921 -8.4135 0.132
C 2.9384 -4.5684 -4.2626 -0.171
C 3.9465 -3.5753 -4.8347 -0.173
O 5.1585 -4.3130 -4.9751 -0.200
S 4.7967 -5.8671 -5.3132 0.676
O 4.8871 -6.0503 -6.7448 -0.244
O 5.4854 -6.7130 -4.3663 -0.241
O 3.2189 -5.8101 -4.9065 -0.196
H 3.0846 -4.7023 -3.1859 0.136
H 1.9057 -4.2645 -4.4537 0.141
H 4.0947 -2.7105 -4.1837 0.128
H 3.6420 -3.2337 -5.8297 0.134
C 1.7544 -3.9260 5.9747 -0.175
C 2.9401 -2.9649 5.9926 -0.173
O 2.4601 -1.7687 5.3831 -0.198
S 0.8733 -1.6014 5.7215 0.712
O 0.7445 -0.7058 6.8495 -0.223
O 0.1590 -1.4121 4.4805 -0.242
O 0.6078 -3.1219 6.2466 -0.187
H 1.6274 -4.3767 4.9851 0.132
H 1.8522 -4.7163 6.7237 0.134
H 3.8020 -3.3566 5.4473 0.135
H 3.2374 -2.7251 7.0190 0.131
```

HOMO level	-5.4	eV
net charge	-1
E_tot	-393205.54871	eV
E_LUMO	1.402	eV
M	1448.68	g/mol

Entry from the OMol25 dataset: a molecular structure, C3H4FNO3 (the ωB97M-V functional and the def2-TZVPD basis).

```
12
Properties=species:S:1:pos:R:3:lowdin_charge:R:1
C -0.5708 0.4405 -0.4175 -0.046
C 0.4259 0.0098 0.6691 -0.106
C -1.0094 1.3694 0.6427 -0.248
N -2.7250 -0.9558 1.3885 -0.319
O -3.3200 -1.3597 2.3813 -0.078
O -2.2142 -1.6521 0.4939 -0.153
O -0.0784 1.0351 1.5143 0.121
F -1.8001 2.3957 0.6888 0.237
H -0.2839 1.1240 -1.2541 0.152
H -1.1813 -0.4045 -0.8342 0.132
H 0.0590 -0.9738 1.1215 0.145
H 1.5268 -0.0963 0.3679 0.163
```

HOMO level (spin up / spin down)	-7.7 / -7.1	eV
relative energy (zero: lowest compared OMol25 entry of this formula, charge and spin)	176.8	kcal/mol
E_tot	-13518.97259	eV
E_LUMO (spin up / spin down)	-0.928 / -1.500	eV
M	121.07	g/mol

Entry from the OMol25 dataset: 2 unconnected molecules or ions with the total composition C2H7NO2 (the ωB97M-V functional and the def2-TZVPD basis).

```
12
Properties=species:S:1:pos:R:3:lowdin_charge:R:1
C -0.8125 0.1314 -0.4492 -0.279
C 2.0386 -0.2303 -0.1028 -0.176
N -2.2735 0.0502 0.3996 0.074
O -0.3959 0.5393 0.7547 -0.047
O 1.0773 0.7579 -0.3255 -0.183
H -2.3191 -0.6499 1.1324 0.061
H -2.6545 0.9408 0.7026 0.063
H -0.6317 -0.9047 -0.7382 0.120
H -1.0070 0.8687 -1.2251 0.120
H 1.6537 -1.1398 0.3843 0.085
H 2.8380 0.1778 0.5254 0.076
H 2.4866 -0.5413 -1.0581 0.086
```

HOMO level (spin up / spin down)	-9.0 / -9.2	eV
relative energy (zero: lowest compared OMol25 entry of this formula, charge and spin)	161.4	kcal/mol
E_tot	-7766.52680	eV
E_LUMO (spin up / spin down)	-0.117 / -0.129	eV
M	77.08	g/mol